Entry 1:
{
  "formula": "C2H2FO2Tl",
  "method": "ωB97M-V/def2-TZVPD",
  "elements": ["H", "O", "C", "C", "O", "F", "H", "Tl"],
  "xyz": [[0.816309, 0.125616, 1.282716], [0.348937, -1.451278, -0.294970], [0.732461, -0.309912, 0.093257], [-0.345177, 0.759251, 0.262937], [-1.523832, 0.429433, -0.001157], [1.783500, 0.300101, -0.660208], [-0.022121, 1.815572, 0.165361], [-1.790080, -1.668783, -0.847939]],
  "atomic_forces_ev_per_a": [[1.521, -1.986, -0.341], [1.147, -0.851, 0.687], [-1.492, 4.368, 1.031], [-0.593, -0.936, -5.088], [0.929, 1.781, 2.113], [-0.359, -0.615, 1.079], [-0.110, -0.321, 1.232], [-1.043, -1.439, -0.711]],
  "mulliken_charge": [0.0827, -0.7050, 0.6015, -0.0773, -0.5662, -0.2941, 0.3979, 0.5605],
  "homo_ha": -0.3228,
  "molar_mass_g_mol": 281.42,
  "lumo_ev": -0.2,
  "relative_energy_kj_mol": 113.2,
  "fmax_ha_per_bohr": 0.101
}


Entry 2:
{
  "formula": "C2H2FO3P",
  "method": "ωB97M-V/def2-TZVPD",
  "elements": ["C", "C", "O", "O", "O", "F", "P", "H", "H"],
  "xyz": [[2.009490, 1.112161, 0.125232], [0.008020, -0.072456, -0.593496], [-2.769196, -0.717802, -0.490607], [-1.728690, 0.319124, 1.629098], [-0.340017, -1.328300, 0.050442], [-0.040481, -0.326497, -2.025171], [-1.555965, -0.212048, 0.201203], [1.699769, 1.009638, 1.254666], [2.717070, 0.216180, -0.151367]],
  "atomic_forces_ev_per_a": [[-1.310, -1.695, 0.043], [1.987, 0.912, -0.379], [-0.769, 0.279, -0.789], [0.336, -0.250, -1.664], [0.401, 0.178, 0.264], [0.300, 0.357, 0.722], [-0.283, -0.379, 2.791], [0.518, -0.345, -1.741], [-1.179, 0.944, 0.752]],
  "mulliken_charge": [-0.2878, -0.1219, -0.7671, -0.7937, -0.3774, -0.2939, 0.7197, -0.0278, -0.0500],
  "charge": -2,
  "homo_ha": [0.0286, 0.0286],
  "molar_mass_g_mol": 124.01,
  "lumo_ev": [7.3, 7.3],
  "relative_energy_kj_mol": 464.6,
  "fmax_ha_per_bohr": 0.055
}